No. 1
A structure of composition C13H17NO3S2 at a distorted geometry, computed with ωB97M-V with the def2-TZVPD basis set.

Geometry as XYZ:
```
36
Properties=species:S:1:pos:R:3:forces:R:3
C 4.1190 0.7266 1.7862 0.1 0.0 0.2
C 2.6809 0.2138 1.8857 -0.2 0.0 -0.2
C 1.6514 1.3374 1.9698 -0.4 0.0 0.0
S 1.6284 2.4147 0.5291 0.2 0.3 0.5
C 3.3498 2.9118 0.7260 -0.2 0.4 -0.2
C 4.3500 1.7657 0.6916 -0.1 -0.1 -0.4
H 4.3990 1.1704 2.7502 0.0 -0.1 0.0
H 4.7888 -0.1241 1.6145 -0.1 0.1 0.1
H 2.4447 -0.4231 1.0225 0.0 0.1 0.1
H 2.5680 -0.4115 2.7784 0.1 0.0 -0.1
H 0.6266 0.9571 2.0622 0.3 0.0 0.2
H 1.8644 2.0324 2.7916 -0.1 -0.4 0.2
H 3.5281 3.6297 -0.0828 0.1 -0.1 0.3
H 3.3413 3.4266 1.6932 0.4 0.1 -0.2
H 5.3532 2.1963 0.7912 -0.1 -0.1 0.0
H 4.2959 1.2928 -0.2968 0.1 0.1 0.2
C -5.2748 -2.8415 0.2718 -0.1 0.0 0.1
C -4.1764 -2.1066 -0.4449 0.2 0.0 -0.2
C -3.2682 -2.8097 -1.2442 0.1 0.3 -0.1
C -2.2185 -2.1485 -1.8826 0.2 -0.1 0.1
C -2.0713 -0.7710 -1.7099 -0.2 0.2 0.2
S -0.7530 0.0992 -2.5419 1.2 0.1 1.0
N 0.2943 0.6171 -1.1672 -1.4 -0.6 -1.2
C 1.4777 0.9253 -1.3605 2.0 0.0 -1.8
O 2.5853 1.0535 -1.8051 -2.5 -0.5 0.7
O -0.0110 -0.8581 -3.3174 -0.3 0.5 0.1
O -1.2808 1.3059 -3.1126 0.3 -0.5 0.3
C -3.0038 -0.0447 -0.9654 0.1 -0.1 0.0
C -4.0407 -0.7206 -0.3261 0.1 0.0 -0.1
H -5.8857 -2.1431 0.8479 0.0 -0.1 0.0
H -5.9257 -3.3719 -0.4329 0.1 0.1 0.1
H -4.8630 -3.5898 0.9596 -0.1 0.1 -0.1
H -3.3868 -3.8875 -1.3628 0.1 0.3 0.0
H -1.5142 -2.6972 -2.5105 -0.2 0.2 0.2
H -2.9111 1.0369 -0.8845 0.0 -0.2 0.0
H -4.7620 -0.1642 0.2763 0.2 -0.1 -0.2
```
Positions in Å, forces in eV/Å.

Calculated values
Energy relative to the best compared isomer or geometry (same formula, charge and spin)   220.2 kJ/mol
Frontier orbital gap   9.078 eV
E_LUMO   0.0121 Ha
Total charge   0

=====

No. 2
A structure of composition C13H18AuCl2N2O at a distorted geometry, computed with ωB97M-V with the def2-TZVPD basis set.

Geometry as XYZ:
```
37
Properties=species:S:1:pos:R:3:forces:R:3
Au 2.2374 -0.5992 -1.3429 -0.9 0.5 0.1
Cl -0.6359 -1.6918 -1.5439 -0.5 -0.7 0.1
Cl 2.5658 1.0911 0.3581 0.7 0.9 0.6
C 3.5551 -2.0220 -1.7126 1.6 -1.1 -0.3
H 4.5279 -1.7128 -2.1729 -0.7 -0.8 0.4
H 3.4040 -3.0980 -1.5039 0.4 0.5 -0.3
C -0.7680 0.1537 -1.4962 -2.2 -0.2 0.5
C 0.4961 0.6736 -1.8847 1.8 1.2 -1.0
H -1.0162 0.4341 -0.4611 0.1 -0.4 -0.5
C 0.8461 0.4359 -3.3477 0.3 -0.1 0.4
H 0.7804 1.6148 -1.4063 -0.2 -0.1 -0.4
C -0.2569 0.4910 -4.4030 0.2 0.4 -0.3
H 1.6984 1.0626 -3.6295 -0.2 -0.1 -0.1
H 1.2225 -0.6069 -3.3859 0.1 0.1 -0.2
C -1.6342 0.0693 -3.9144 -0.5 -0.1 0.1
H -0.2882 1.4932 -4.8396 -0.1 0.1 0.1
H 0.0655 -0.1763 -5.2097 -0.2 0.1 -0.1
C -1.9480 0.4632 -2.4480 0.1 -0.4 -0.5
H -2.3921 0.5121 -4.5714 0.0 0.0 0.1
H -1.7472 -1.0101 -4.0593 0.1 0.1 0.3
H -2.1966 1.5310 -2.4210 0.2 0.0 0.2
H -2.8403 -0.0949 -2.1223 0.2 0.2 0.0
N -0.3222 0.9896 6.2618 0.3 0.4 0.2
C -0.0059 1.4808 5.0123 -0.1 0.1 -0.8
O 0.3824 2.6265 4.8025 -0.4 -1.1 0.7
C -0.2387 0.5026 3.8872 -0.1 -0.3 -0.7
C -0.9738 -0.7008 4.0342 0.3 0.1 -0.3
C -1.0792 -1.5828 2.9536 0.5 0.6 -0.3
C -0.5111 -1.1701 1.7195 -0.7 -0.2 1.0
N 0.0230 0.0309 1.5369 0.4 -0.2 0.5
C 0.2465 0.8197 2.5952 -0.6 -0.5 0.5
H -0.0506 1.5917 7.0295 -0.1 -0.2 -0.1
H -0.3782 -0.0077 6.4396 0.1 0.5 -0.2
H -1.4659 -0.9327 4.9843 0.2 0.0 -0.3
H -1.5865 -2.5521 3.0096 0.2 0.5 0.1
H -0.5448 -1.8313 0.8510 -0.1 0.3 0.3
H 0.8295 1.7222 2.4010 -0.3 -0.2 0.1
```
Positions in Å, forces in eV/Å.

Calculated values
Spin multiplicity   3
Frontier orbital gap (spin up / spin down)   5.108 / 6.415 eV
E_LUMO (spin up / spin down)   0.0978 / 0.0976 Ha
Total charge   -1

=====

No. 3
A cluster of 2 separate species, C13H18F8N2O7 in total at a distorted geometry, computed with ωB97M-V with the def2-TZVPD basis set.

Geometry as XYZ:
```
48
Properties=species:S:1:pos:R:3:forces:R:3
C 4.3474 -1.0836 1.7544 -0.5 0.4 -0.3
C 3.3701 -0.1049 2.6475 -4.1 -2.9 3.6
O 2.3914 -0.6782 3.3943 6.5 4.3 -5.0
O 3.5658 1.3822 2.6080 -1.4 -3.1 -1.4
C 2.6209 1.7977 1.5257 -0.1 0.0 -0.4
C 2.8439 3.3819 1.0732 -0.9 -0.7 2.5
O 3.7452 3.5080 -0.0829 -2.9 0.1 -2.9
C 3.0182 3.9012 -1.3069 -3.7 6.2 -1.1
O 2.2671 5.0345 -1.3632 5.2 -7.8 0.8
O 3.0890 3.1260 -2.5877 -0.4 0.2 4.5
C 2.6842 1.7557 -2.1663 0.1 -0.7 1.5
C 1.9396 0.9059 -3.3607 1.2 0.4 -1.4
O 1.5673 -0.4887 -2.9526 -1.5 2.6 1.3
C 0.5118 -0.3226 -1.9413 -0.5 0.4 0.6
C -0.4809 -1.6159 -1.7544 0.6 -1.8 -2.1
F -1.6146 -1.5548 -2.7513 3.3 -0.1 3.4
F 0.2226 -2.9164 -2.0635 -2.1 4.2 1.1
C -1.0790 -1.7636 -0.2319 -0.7 -3.0 1.1
F -1.5935 -3.1810 -0.1314 1.5 4.5 -0.2
F -0.0656 -1.6255 0.8478 -3.0 -0.1 -3.7
C -2.3577 -0.7958 0.1068 -2.6 0.0 2.1
F -2.6747 -1.0243 1.5657 1.0 0.5 -4.4
F -3.6053 -1.1266 -0.6281 4.3 0.7 2.2
C -2.0768 0.8116 -0.0475 -1.3 1.7 -0.7
F -2.6106 1.2071 -1.3951 1.5 -1.1 4.0
F -2.7737 1.5832 1.0086 1.9 -2.5 -3.4
H 4.6776 -2.0149 2.4184 -0.8 2.3 -1.5
H 3.6905 -1.4726 0.8397 1.3 0.7 2.1
H 5.2549 -0.5152 1.2764 -1.7 -1.0 1.3
H 2.8575 1.0837 0.6142 -0.8 1.5 1.6
H 1.5388 1.6074 1.9730 2.1 0.6 -1.2
H 1.7792 3.8465 0.9264 2.2 -0.7 -0.2
H 3.3240 3.9165 2.0211 -0.8 -1.1 -2.3
H 1.9958 1.9221 -1.2054 1.1 -0.7 -2.3
H 3.6672 1.2461 -1.7579 -2.1 0.5 -1.1
H 2.7372 0.7673 -4.2374 -1.8 0.2 2.0
H 1.0083 1.4856 -3.8290 1.9 -1.2 1.3
H -0.1900 0.5943 -2.2342 1.3 -2.0 0.5
H 0.9992 -0.0629 -0.8872 -1.1 -0.9 -2.1
H -0.9494 1.1255 -0.0426 -2.3 -0.7 0.2
N -5.5935 -1.9804 1.5386 0.8 1.1 0.0
C -6.6575 -2.7819 1.7262 -0.7 0.4 0.3
N -6.4497 -4.0712 1.4032 -0.2 -1.6 -0.2
O -7.7249 -2.3725 2.1545 -0.1 0.0 0.0
H -4.7064 -2.2991 1.1869 -0.2 0.1 0.1
H -5.7075 -1.0020 1.7694 0.1 -0.4 -0.1
H -7.2253 -4.7084 1.5295 0.3 0.3 -0.1
H -5.5779 -4.4271 1.0491 -0.2 0.1 0.1
```
Positions in Å, forces in eV/Å.

Calculated values
Structure (SMILES)   CC(=O)OCCOC(=O)OCCOCC(F)(F)C(F)(F)C(F)(F)C(F)F.NC(N)=O
Frontier orbital gap   9.064 eV
E_LUMO   -0.0229 Ha
Total charge   0

=====

No. 4
A cluster of 2 separate species, C13H18N2O3 in total at a distorted geometry, computed with ωB97M-V with the def2-TZVPD basis set.

Geometry as XYZ:
```
36
Properties=species:S:1:pos:R:3:forces:R:3
C -4.6800 0.2951 2.2001 -2.2 -3.5 -1.9
C -3.8776 -0.9063 1.4710 -13.7 0.6 -1.0
C -4.0394 -0.8087 -0.0778 -7.5 -3.6 4.0
C -3.4508 0.2614 -0.7003 -1.6 -0.6 0.1
O -4.0958 1.0692 -1.2591 -1.5 3.8 -2.1
C -2.0978 0.1581 -0.6576 5.4 -0.2 0.4
C -1.3324 1.1643 -0.9669 2.1 8.8 -4.7
N 0.0254 0.9393 -1.1496 -0.5 0.5 1.3
C 0.0635 -0.3472 -0.6568 2.5 -0.7 -0.6
C -1.1276 -0.8610 -0.3730 0.8 8.4 -4.0
H -1.4887 -1.5916 0.0077 -2.8 -9.9 4.4
C 1.2736 -1.0352 -0.5180 7.4 -8.4 0.2
O 1.5256 -2.4308 -0.9952 -1.8 8.7 2.9
N 2.4162 -0.4242 0.2770 -8.0 -7.5 -7.4
C 2.3182 0.6739 0.9099 -1.7 3.2 9.2
H 1.2704 1.1136 1.1127 1.9 -0.2 -1.1
C 3.4524 1.4974 0.6086 0.1 10.3 -1.5
H 3.4195 2.4913 1.2738 -0.1 -2.1 -1.2
O 4.7920 1.1695 0.5660 -0.9 -2.1 1.5
C 4.7209 -0.0708 -0.0257 1.3 -0.3 -4.6
H 5.7109 -0.5185 -0.0996 -0.1 -0.2 0.5
C 3.5829 -1.0418 0.4640 5.6 -3.0 -2.2
H 3.6892 -1.8981 -0.2855 -0.4 0.8 1.3
H 3.8449 -1.3976 1.5128 -0.7 0.5 -0.9
H 4.5910 0.2937 -1.4478 -0.3 -1.5 3.7
H 3.2920 1.9907 -0.4919 -0.2 -1.1 1.8
H 2.5497 0.2431 2.0814 -0.6 1.7 -1.7
H 0.8735 1.6251 -1.3662 -2.9 -2.2 0.8
H -1.6166 2.2216 -1.3796 -0.1 -2.2 1.1
H -5.2262 -0.8874 -0.2266 2.4 0.8 -0.1
H -3.7685 -1.7053 -0.5176 1.2 -2.0 -0.8
H -3.0004 -0.8993 1.5993 12.3 0.0 2.9
H -4.4204 -1.7826 1.8945 1.0 0.0 -0.8
H -4.3561 1.1006 1.7007 1.0 3.5 -1.7
H -5.8308 0.2012 1.9103 2.4 0.1 0.9
H -4.5488 0.4875 3.2315 0.2 -0.5 1.1
```
Positions in Å, forces in eV/Å.

Calculated values
Energy relative to the best compared isomer or geometry (same formula, charge and spin)   1263.0 kJ/mol
Frontier orbital gap   8.846 eV
E_LUMO   -0.0092 Ha
Total charge   0

=====

No. 5
A structure of composition C13H18N5NiO2S2, computed with ωB97M-V with the def2-TZVPD basis set.

Geometry as XYZ:
```
41
Properties=species:S:1:pos:R:3:forces:R:3
Ni 0.6378 3.1896 -1.1337 -0.1 0.0 -0.1
S -0.5237 4.0824 -2.9160 -0.1 0.0 0.0
C -1.4922 2.8158 -2.2866 0.0 0.1 0.0
N -1.2658 2.4160 -1.0460 0.0 -0.1 0.0
C -2.0336 1.3182 -0.7017 0.0 0.1 0.0
C -2.0942 0.7087 0.5520 0.0 0.0 0.0
C -2.9277 -0.3851 0.7245 0.0 0.0 0.0
C -3.7105 -0.8656 -0.3292 0.0 0.0 0.0
C -3.6973 -0.2359 -1.5620 0.0 0.0 0.0
C -2.8589 0.8595 -1.7375 0.0 0.0 0.0
S -2.6670 1.8744 -3.1408 0.0 0.0 0.0
H -1.5398 1.1228 1.3855 0.0 0.0 0.0
H -3.0019 -0.8544 1.6973 0.0 0.0 0.0
H -4.3584 -1.7165 -0.1714 0.0 0.0 0.0
H -4.3324 -0.5832 -2.3656 0.0 0.0 0.0
N 1.5410 2.5797 0.6022 0.1 0.0 0.0
C 1.5725 1.1056 0.4164 0.0 0.0 0.1
C 2.4160 0.3229 1.4243 0.0 -0.1 -0.1
C 1.6137 -0.4359 2.4847 0.0 0.0 0.0
C 0.6003 -1.4486 1.9349 0.0 0.0 -0.1
N 1.1722 -2.3587 0.9425 0.0 0.1 -0.1
C 0.9087 -2.3659 -0.3661 0.0 -0.1 0.1
N 1.7237 -3.0345 -1.1854 0.0 -0.2 0.0
N -0.2060 -1.8328 -0.8602 0.1 0.2 0.0
C 1.9149 0.7895 -1.0625 -0.2 -0.1 0.0
O 2.3523 -0.3198 -1.3377 0.1 0.1 0.1
O 1.5884 1.6976 -1.8979 0.2 0.1 0.0
H 2.4905 2.9412 0.6640 0.0 0.0 0.0
H 1.0802 2.8289 1.4716 0.0 0.0 0.0
H 0.5266 0.7962 0.4951 0.0 0.0 0.0
H 3.1272 0.9882 1.9181 0.0 0.0 0.0
H 3.0117 -0.3872 0.8491 0.0 0.0 0.0
H 1.0483 0.2504 3.1228 0.0 0.0 0.0
H 2.3094 -0.9535 3.1493 0.0 0.0 0.0
H -0.2395 -0.9350 1.4745 0.0 0.0 0.0
H 0.1818 -2.0404 2.7488 0.0 0.0 0.0
H 1.9787 -2.8893 1.2335 0.0 0.0 0.0
H 2.6806 -3.1632 -0.9014 0.0 0.1 0.0
H 1.5993 -2.9079 -2.1767 0.0 0.0 0.0
H -0.8912 -1.3780 -0.2738 0.0 0.0 0.0
H -0.2359 -1.5964 -1.8389 0.0 0.0 0.0
```
Positions in Å, forces in eV/Å.

Calculated values
Energy relative to the best compared isomer or geometry (same formula, charge and spin)   0.0 kJ/mol
Spin multiplicity   3
Frontier orbital gap (spin up / spin down)   8.515 / 7.790 eV
E_LUMO (spin up / spin down)   -0.0902 / -0.1179 Ha
Total charge   +1

=====

No. 6
An isolated molecule of C13H18N6OS2 at a distorted geometry, computed with ωB97M-V with the def2-TZVPD basis set.

Geometry as XYZ:
```
40
Properties=species:S:1:pos:R:3:forces:R:3
C 3.9542 0.9101 2.5806 -0.2 -0.1 -0.1
C 2.7509 0.5528 1.7200 0.2 0.1 -0.1
C 3.0846 0.6716 0.2309 0.1 -0.1 0.6
N 1.9373 0.3732 -0.5830 -0.7 -0.1 -0.6
C 1.0103 1.2667 -1.0287 0.0 0.0 -0.2
S 1.0928 2.9802 -0.7537 0.0 0.4 0.0
C -0.6238 3.3279 -1.2413 0.5 -0.2 0.1
C -1.5403 2.3868 -0.4828 -0.3 0.2 -0.4
O -1.4268 2.1631 0.6997 0.1 0.1 0.2
N -2.5455 1.8551 -1.2354 -0.2 0.3 -0.1
C -3.4275 0.9405 -0.7244 -0.1 -0.3 1.0
N -4.3740 0.4074 -1.4203 0.9 1.1 -1.0
N -5.1106 -0.4494 -0.7221 -1.1 -1.0 0.4
C -4.7521 -0.5853 0.5019 0.8 0.5 0.3
C -5.4193 -1.4778 1.4740 0.0 -0.1 0.2
S -3.3628 0.4126 0.9374 -0.7 -0.4 -0.6
N 0.0411 0.6643 -1.6605 0.2 0.9 0.0
N 0.3066 -0.6522 -1.6314 0.2 -1.2 0.0
C 1.4277 -0.8364 -0.9887 -0.1 0.3 -0.1
C 2.0488 -2.1332 -0.7350 0.2 -0.1 0.1
C 1.8005 -3.2474 -1.7187 0.1 -0.1 -0.1
C 1.1517 -3.2928 -0.3789 0.0 -0.1 0.1
H 4.7898 0.2463 2.3687 0.1 0.0 0.0
H 3.7027 0.8205 3.6338 0.1 0.0 0.1
H 4.2695 1.9329 2.3880 0.1 0.1 0.0
H 1.9193 1.2227 1.9477 -0.1 -0.1 0.0
H 2.4266 -0.4681 1.9348 -0.1 0.0 0.0
H 3.8962 -0.0111 -0.0375 0.0 0.2 0.0
H 3.3995 1.6936 0.0000 0.1 -0.1 0.0
H -0.7123 3.2145 -2.3202 -0.1 0.0 0.1
H -0.8140 4.3596 -0.9438 0.0 0.0 0.0
H -2.5646 1.9611 -2.2395 0.1 0.0 0.1
H -4.7180 -2.2246 1.8427 0.0 -0.1 0.1
H -5.7815 -0.9039 2.3255 -0.1 0.0 0.1
H -6.2546 -1.9741 0.9879 0.0 0.0 0.0
H 3.0192 -2.0850 -0.2579 0.0 -0.1 0.0
H 1.1784 -3.0104 -2.5667 -0.1 0.1 0.0
H 2.6153 -3.9238 -1.9280 0.1 0.0 0.1
H 0.0941 -3.0883 -0.3287 -0.1 0.1 0.0
H 1.5107 -3.9997 0.3537 0.1 0.0 0.0
```
Positions in Å, forces in eV/Å.

Calculated values
Structure (SMILES)   CCCn1c(SCC(=O)Nc2nnc(C)s2)nnc1C1CC1
Frontier orbital gap   8.940 eV
E_LUMO   0.0188 Ha
Total charge   0

=====

What did we get for molecular weight? Answer: 299.4, 486.2, 466.3, 250.3, 399.1, 338.5 g/mol, in the order shown.
What did we get for calculated total energy? Answer: -43058.97708, -47536.16114, -52814.73321, -22883.99948, -88029.68280, -46430.92348 eV, in the order shown.